{
  "formula": "C28H79N3O13",
  "method": "the ωB97M-V functional and the def2-TZVPD basis",
  "symbols": ["C", "O", "C", "C", "N", "C", "C", "O", "C", "H", "H", "H", "H", "H", "H", "H", "H", "H", "H", "H", "H", "H", "H", "H", "C", "O", "C", "C", "N", "C", "C", "O", "C", "H", "H", "H", "H", "H", "H", "H", "H", "H", "H", "H", "H", "H", "H", "H", "C", "O", "C", "C", "N", "C", "C", "O", "C", "H", "H", "H", "H", "H", "H", "H", "H", "H", "H", "H", "H", "H", "H", "H", "C", "C", "O", "H", "H", "H", "H", "H", "H", "C", "C", "O", "H", "H", "H", "H", "H", "H", "C", "C", "O", "H", "H", "H", "H", "H", "H", "C", "O", "H", "H", "H", "H", "C", "O", "H", "H", "H", "H", "C", "O", "H", "H", "H", "H", "C", "O", "H", "H", "H", "H"],
  "positions_angstrom": [[2.311636, 0.051747, 0.829255], [3.311607, -0.522112, -0.025651], [3.920210, 0.448615, -0.887476], [5.129642, -0.180980, -1.517512], [6.296935, -0.151005, -0.679932], [6.315699, -1.332377, 0.160023], [7.355658, -1.365823, 1.367921], [6.874662, -0.765720, 2.580665], [6.381771, 0.571052, 2.450396], [2.714723, 0.866360, 1.473976], [1.828639, -0.815624, 1.289734], [1.468370, 0.483163, 0.280598], [4.199402, 1.335355, -0.359928], [3.128859, 0.727460, -1.639777], [5.307556, 0.450822, -2.339344], [4.953658, -1.183296, -1.891494], [7.137961, -0.113583, -1.274216], [6.575174, -2.264749, -0.453348], [5.328282, -1.410354, 0.573956], [8.280208, -0.938036, 1.070483], [7.486772, -2.413097, 1.690398], [5.368231, 0.595259, 1.968099], [7.015644, 1.154170, 1.770772], [6.362637, 0.934563, 3.470867], [-1.983733, 3.840229, -3.155321], [-2.933571, 2.958758, -2.562476], [-4.124971, 3.611018, -2.039645], [-4.470113, 2.873590, -0.803418], [-3.446280, 2.641360, 0.180918], [-2.980420, 3.821154, 0.860856], [-2.121118, 3.381144, 2.053330], [-1.667661, 4.426648, 2.852280], [-2.688256, 5.040177, 3.718606], [-1.065618, 3.264429, -3.038490], [-1.832921, 4.762609, -2.618616], [-2.122357, 4.054606, -4.238014], [-5.004314, 3.512275, -2.746708], [-3.886457, 4.669202, -1.772986], [-4.981985, 1.944867, -1.097359], [-5.263044, 3.474802, -0.352364], [-2.703364, 2.165936, -0.231879], [-3.890590, 4.247898, 1.304431], [-2.483118, 4.603559, 0.222844], [-1.180221, 2.879155, 1.763713], [-2.674379, 2.568904, 2.555441], [-3.144889, 4.296006, 4.340348], [-3.409572, 5.666917, 3.109247], [-2.134451, 5.777122, 4.263275], [3.353157, -1.765367, 3.787520], [2.290376, -2.571848, 3.329005], [2.741763, -3.948134, 3.136279], [3.501836, -4.284360, 1.825270], [2.964477, -3.727838, 0.603072], [1.609072, -4.004125, 0.272657], [1.363029, -4.189457, -1.236233], [-0.003028, -4.577739, -1.408976], [-0.402692, -4.525718, -2.757831], [3.865648, -2.354524, 4.572839], [3.027002, -0.772066, 4.102558], [4.044501, -1.510076, 2.961598], [1.832137, -4.545443, 3.162147], [3.280577, -4.175449, 4.026585], [3.511444, -5.370503, 1.765459], [4.502953, -4.011044, 1.853295], [3.354027, -2.770535, 0.273481], [0.842607, -3.307678, 0.582096], [1.403127, -4.947365, 0.799521], [1.991572, -4.949893, -1.694328], [1.508222, -3.176469, -1.702386], [-0.098832, -3.584282, -3.283476], [-1.452619, -4.568188, -2.825346], [0.013398, -5.349924, -3.393459], [-4.865859, 0.460920, -5.345463], [-4.313108, -0.348499, -4.240377], [-2.997023, 0.065148, -3.683519], [-5.809616, -0.029755, -5.571135], [-4.247994, 0.358313, -6.280419], [-5.071165, 1.468104, -5.072514], [-4.261549, -1.450607, -4.577358], [-5.060622, -0.426758, -3.417935], [-3.297260, 0.896314, -3.142899], [1.298044, 3.667101, -1.070429], [0.306268, 2.696574, -0.484085], [0.250369, 1.692980, -1.466709], [2.293628, 3.138921, -1.076132], [1.366797, 4.631033, -0.495230], [0.943960, 4.053361, -2.018593], [-0.689152, 3.136748, -0.252577], [0.669798, 2.312116, 0.458418], [-0.490867, 1.091028, -1.218150], [-2.821407, -2.405639, -0.537656], [-1.668850, -1.396147, -0.554292], [-1.941487, -0.049026, -0.999042], [-2.554407, -3.356808, -0.085648], [-3.116679, -2.631537, -1.604145], [-3.752689, -1.993640, -0.078631], [-0.933173, -1.803204, -1.251654], [-1.265557, -1.198892, 0.438810], [-2.361561, -0.178999, -1.892713], [-1.595600, -2.089113, -6.368836], [-2.320687, -2.955579, -5.498312], [-1.076626, -2.636779, -7.212718], [-2.182961, -1.259480, -6.721357], [-0.775959, -1.629067, -5.784451], [-2.992904, -3.361523, -6.091454], [-6.576369, 0.440153, 2.432139], [-5.989681, 0.785771, 1.225679], [-7.506963, -0.066787, 2.177037], [-5.952278, -0.176683, 3.140761], [-6.796170, 1.308763, 3.114426], [-5.054969, 1.034315, 1.380332], [1.158127, 2.492382, 3.928900], [0.257976, 1.540494, 3.303194], [0.992787, 2.725608, 4.971516], [2.173696, 2.214950, 3.774655], [0.869673, 3.454681, 3.400010], [0.539766, 0.576895, 3.288150], [-1.094344, -1.750078, 4.512538], [-0.223522, -1.436717, 3.397380], [-2.078761, -1.838340, 4.084360], [-0.746331, -2.635141, 5.060792], [-1.156335, -0.915585, 5.243610], [0.615309, -1.878440, 3.533901]],
  "forces_ev_per_angstrom": [[-0.4, -0.4, -0.6], [-0.2, 0.9, 0.6], [-1.8, -1.4, -0.6], [-0.2, 0.5, 0.1], [1.3, 0.1, 0.3], [2.0, -1.3, 0.6], [-2.5, -0.4, 0.1], [0.0, 0.3, -0.7], [-0.3, -0.8, -0.8], [-0.1, -0.8, 0.0], [0.5, 0.3, 0.8], [0.4, 0.2, -0.5], [0.3, 0.7, 0.6], [0.8, -0.1, 0.4], [0.5, 0.7, -1.4], [-0.5, -0.4, -0.2], [-0.6, -0.1, 0.5], [-0.6, 0.9, 0.6], [-0.4, -0.4, 0.2], [1.1, 0.5, -0.3], [0.2, 0.4, -0.5], [0.6, -0.1, 0.6], [0.1, 0.1, 0.4], [-0.1, 0.4, -0.1], [0.8, -1.3, -0.5], [-1.1, 1.2, -0.2], [1.0, 0.1, -0.9], [-1.6, -0.4, 0.6], [-1.3, 0.5, 0.3], [-0.2, 0.4, 0.7], [0.7, -0.9, -0.9], [-1.2, 1.0, 1.4], [0.9, 0.7, -2.5], [0.3, 0.2, -0.3], [-0.4, 0.5, 0.4], [-0.4, -0.2, 0.6], [1.0, 0.5, 0.5], [-0.2, -0.6, -0.6], [0.4, -0.1, 0.3], [-0.2, -0.1, 0.3], [1.5, -1.2, -0.8], [0.2, 0.4, -0.2], [-0.2, -0.6, 0.5], [-0.5, 0.2, -0.3], [-0.1, 0.5, 0.4], [-0.4, -0.3, 0.3], [0.4, -1.1, 0.6], [0.3, 0.2, 0.7], [0.9, 0.0, -0.6], [0.2, -0.7, -0.5], [-1.2, 0.9, -0.7], [-1.7, 0.5, 0.0], [1.5, 2.3, -1.0], [-0.4, -1.4, -0.5], [-0.6, 0.8, 0.3], [0.3, 0.3, -0.2], [1.5, 0.2, -1.1], [0.1, 0.9, -0.1], [-0.5, -0.4, 0.5], [0.1, -0.5, 0.3], [-0.2, 0.1, -0.1], [0.8, -0.6, 0.6], [-0.2, -0.3, 0.0], [2.0, 0.7, 0.3], [-1.1, -2.2, 1.2], [-0.2, 0.6, 0.5], [-0.4, 0.0, -0.3], [0.4, 0.1, 0.0], [0.1, -0.8, 0.0], [-0.1, -0.4, 0.6], [-1.3, -0.2, 0.2], [-0.1, 0.3, 0.7], [0.5, -0.9, -1.6], [0.7, -2.7, 1.4], [-2.8, 1.8, 0.7], [-0.3, 0.1, -0.2], [-0.4, 0.5, 0.9], [0.0, 1.0, 0.0], [0.6, 1.7, 0.4], [0.5, 0.4, -0.2], [1.4, -1.6, -1.5], [0.6, 1.4, 1.4], [-0.2, 0.7, -0.4], [-1.1, -1.0, 0.3], [-0.9, 0.9, -0.5], [0.2, -1.0, 0.1], [0.3, -0.6, -0.6], [0.5, -0.1, -0.5], [0.2, -0.2, 0.5], [0.4, 0.1, -0.4], [-1.4, 1.0, -1.3], [0.3, 0.2, 0.2], [-1.3, -0.9, -1.2], [0.2, 0.1, 0.2], [0.3, 0.2, 0.9], [0.8, -0.3, 0.0], [0.4, -0.1, 0.4], [0.2, -0.6, 0.0], [0.5, 0.4, 0.8], [1.8, -0.3, 0.2], [-0.7, -0.3, -1.3], [-0.8, 0.5, 0.7], [-0.5, 0.2, -0.4], [-0.4, -0.3, -0.1], [0.6, 0.2, 0.9], [-0.2, 0.1, 2.2], [1.4, 0.3, -0.3], [0.0, -0.1, 0.4], [-0.4, 0.0, -1.1], [-0.2, -0.3, -0.9], [-0.6, 0.0, -0.3], [-1.9, 0.8, -1.8], [0.5, -0.9, 0.5], [-0.3, -0.6, 0.5], [1.0, 0.0, -0.2], [0.8, -1.0, 0.5], [-0.3, 1.6, 0.5], [0.8, 1.0, -0.2], [-0.8, 0.3, 0.7], [-0.4, -0.5, 0.1], [-0.3, 0.0, -0.3], [0.3, -0.3, -0.4], [0.6, -0.4, -0.1]],
  "de_lowest_kcal_mol": 29.5,
  "lumo_ev": 0.70,
  "total_energy_ev": -61396.790,
  "smiles": "COCCNCCOC.COCCNCCOC.COCCNCCOC.CCO.CCO.CCO.CO.CO.CO.CO"
}